Record 1
Computed, not measured: a single CH2NO3PS molecule in a non-equilibrium geometry, with ωB97M-V/def2-TZVPD.

HOMO-LUMO gap	10.64	eV
multiplicity	1
relative energy (zero: lowest compared OMol25 entry of this formula, charge and spin)	58.7	kJ/mol

Positions of all 9 atoms, in Å:
C 2.176 0.660 -0.136
N -1.900 -0.066 0.115
O -0.089 -0.788 -1.318
O 0.172 -1.616 1.101
O 3.215 0.460 -0.609
P -0.519 -0.844 0.058
S 0.919 1.314 0.544
H -2.062 0.393 -0.730
H -1.913 0.488 0.974

Atom charges from the natural (NBO) analysis, given in e for atoms 1 to 2: 0.523, -1.181

Record 2
Computed, not measured: a single CH2ClFN2O4 molecule in a non-equilibrium geometry, with ωB97M-V/def2-TZVPD.

HOMO-LUMO gap	11.00	eV
multiplicity	1
structure (SMILES)	O=[N+]([O-])N(F)O[C@H](O)Cl
relative energy (zero: lowest compared OMol25 entry of this formula, charge and spin)	44.4	kJ/mol

Positions of all 11 atoms, in Å:
C 1.456 -0.099 0.327
N -0.964 -0.342 0.592
N -1.776 0.420 -0.268
O -1.169 0.936 -1.173
O -2.925 0.558 0.032
O 1.540 1.067 -0.213
O 0.246 -0.875 0.021
F -1.666 -1.438 1.101
Cl 2.509 -1.226 -0.593
H 1.419 -0.085 1.387
H 1.330 1.083 -1.213

Atom charges from the natural (NBO) analysis, given in e for atoms 1 to 2: 0.389, 0.265